[1]
Entry from the OMol25 dataset: 3 unconnected molecules or ions with the total composition C28H53N3O9 in a non-equilibrium geometry (wB97M-V/def2-TZVPD).

CARTESIAN COORDINATES (ANGSTROEM)
C: 5.2846 2.7829 2.0837
C: 5.6741 1.5248 1.2754
C: 4.6003 0.4257 1.4011
C: 3.2444 0.8669 0.8894
O: 3.2419 1.1287 -0.5266
O: 3.1672 2.5282 -0.7519
C: 1.8893 2.8179 -1.2433
O: 1.6856 2.8504 -2.4307
N: 0.9217 3.0535 -0.2262
C: -0.0899 1.9844 -0.1865
C: -0.2193 1.4965 1.2663
O: -0.2788 2.3489 2.1348
C: -0.2358 0.0455 1.6572
C: -0.5469 -0.2399 2.9631
C: -0.5667 -1.5155 3.4559
C: -0.2559 -2.5526 2.5993
C: 0.0371 -2.2630 1.3046
C: 0.0704 -0.9915 0.8065
C: 0.3640 4.4071 -0.2802
C: 0.9274 5.3635 0.8222
C: -0.0170 5.5275 2.0348
O: 2.1711 4.9245 1.3369
H: 4.6785 3.4642 1.4880
H: 4.7527 2.4814 2.9888
H: 6.1947 3.3097 2.3757
H: 5.8174 1.7671 0.2209
H: 6.5909 1.1324 1.7205
H: 4.5061 0.2342 2.4779
H: 4.9389 -0.5194 0.9683
H: 2.9563 1.7877 1.4013
H: 2.4840 0.1055 1.0767
H: -1.0632 2.3337 -0.5433
H: 0.1913 1.1786 -0.8695
H: -0.7652 0.5801 3.6369
H: -0.8106 -1.6549 4.5005
H: -0.2551 -3.5584 2.9988
H: 0.2598 -3.1064 0.6441
H: 0.3324 -0.7958 -0.2247
H: -0.7245 4.4329 -0.2459
H: 0.6602 4.8500 -1.2408
H: 1.0246 6.3547 0.3574
H: 0.4224 4.9549 2.8521
H: -0.1906 6.5638 2.3122
H: -0.9467 5.0036 1.8051
H: 2.7271 4.5822 0.6289
C: -8.2441 2.1598 -0.6858
O: -7.5038 3.0979 0.0714
C: -7.6014 2.9265 1.4810
C: -6.3206 2.3634 2.0690
N: -6.1206 0.9697 1.6894
C: -4.7770 0.4496 1.9492
C: -3.5788 1.1463 1.3076
O: -3.4764 0.9893 -0.0999
C: -4.3107 1.8385 -0.8672
H: -8.3023 2.5343 -1.7071
H: -7.7540 1.1811 -0.7136
H: -9.2608 2.0475 -0.2995
H: -8.4685 2.3180 1.7535
H: -7.7531 3.9246 1.9014
H: -6.3724 2.4299 3.1600
H: -5.4987 3.0042 1.7274
H: -6.3093 0.8670 0.7020
H: -4.7739 -0.5889 1.6091
H: -4.6238 0.4274 3.0334
H: -2.6881 0.6697 1.7131
H: -3.5058 2.2055 1.5831
H: -4.4324 2.8226 -0.4082
H: -5.2858 1.3759 -1.0362
H: -3.8438 1.9691 -1.8448
C: 5.3531 -6.2650 -2.8889
O: 4.9084 -4.9631 -3.2183
C: 4.2450 -4.8665 -4.4738
C: 2.7496 -4.6697 -4.3054
N: 2.1005 -5.8757 -3.8031
C: 0.7320 -5.6822 -3.3226
C: 0.4776 -4.6744 -2.2017
O: 0.9779 -5.0537 -0.9299
C: 2.3691 -4.8397 -0.7514
H: 6.0509 -6.1735 -2.0573
H: 4.5278 -6.9082 -2.5662
H: 5.8739 -6.7339 -3.7281
H: 4.4665 -5.7258 -5.1134
H: 4.6471 -3.9764 -4.9655
H: 2.3148 -4.4108 -5.2755
H: 2.6098 -3.8166 -3.6309
H: 2.6484 -6.2514 -3.0419
H: 0.3833 -6.6569 -2.9731
H: 0.1056 -5.4115 -4.1790
H: -0.6066 -4.6113 -2.0762
H: 0.8099 -3.6616 -2.4592
H: 2.7221 -3.9445 -1.2682
H: 2.9330 -5.7173 -1.0745
H: 2.5530 -4.7157 0.3169

As for the LUMO energy: 0.03 eV. For the strongest force on any atom, the calculation gives 0.0509 hartree/bohr. Its structure (SMILES) is CCCCOOC(=O)N(CC(=O)c1ccccc1)C[C@@H](C)O.COCCNCCOC.COCCNCCOC. The gap between HOMO and LUMO is 8.80 eV.

Mulliken charges in e: -0.871 -0.567 -0.915 0.492 -0.265 -0.231 0.139 -0.509 0.985 -1.460 1.749 -0.635 -0.084 -0.315 -0.741 -0.642 -0.691 -0.603 -1.401 0.551 -1.147 -0.574 0.049 0.277 0.415 0.313 0.419 0.318 0.433 0.179 -0.214 0.292 0.598 0.447 0.416 0.442 0.542 0.424 0.460 0.520 0.342 0.272 0.345 0.199 0.209 -0.693 -0.330 -0.833 -0.061 -0.306 -1.234 0.785 -0.408 -0.629 0.232 0.285 0.334 0.404 0.399 0.360 0.120 0.134 0.399 0.434 -0.433 0.216 0.319 0.185 0.333 -0.712 -0.313 -0.817 -0.095 -0.315 -1.054 -0.213 -0.438 -0.574 0.229 0.292 0.334 0.399 0.393 0.385 0.080 0.124 0.352 0.460 0.415 0.284 0.273 0.196 0.347

[2]
Entry from the OMol25 dataset: 9 unconnected molecules or ions with the total composition C28H54FNO17S4 in a non-equilibrium geometry (wB97M-V/def2-TZVPD).

CARTESIAN COORDINATES (ANGSTROEM)
N: 1.1219 0.9364 0.6068
H: 1.7749 1.6804 0.6038
H: 0.9149 0.5114 -0.4232
H: 0.2549 1.2164 0.9228
H: 1.4449 0.1854 0.8708
F: 2.8249 2.5554 2.4048
C: 4.0619 -1.0446 2.7848
C: 4.5029 -1.2786 4.2398
C: 3.8499 -0.0866 5.0078
O: 2.8939 -0.6866 5.9318
C: 2.9369 -1.9576 5.7138
O: 2.2449 -2.8026 6.3118
O: 3.7449 -2.3456 4.7728
H: 4.3149 -1.8886 2.0808
H: 4.5009 0.0484 2.2878
H: 2.9379 -0.7396 2.5528
H: 5.5269 -1.2536 4.2318
H: 3.3549 0.5654 4.2508
H: 4.5879 0.4614 5.4918
C: -5.3961 -2.6076 0.2898
C: -4.2741 -2.9526 -0.7172
C: -4.4491 -2.4166 -2.0142
O: -3.3161 -1.5456 -2.1762
C: -2.4741 -1.7936 -1.2802
O: -1.4641 -1.0266 -1.1132
O: -2.9291 -2.6256 -0.3632
H: -5.6801 -1.6336 0.2808
H: -5.0761 -3.0796 1.2198
H: -6.4711 -3.3436 0.2228
H: -4.2921 -4.0536 -0.7622
H: -5.1831 -1.7776 -1.9462
H: -4.5031 -3.2666 -2.8292
C: 2.1459 4.2864 -1.3152
C: 1.6149 5.1314 -0.0542
C: 2.6859 5.2364 1.0118
O: 3.1009 6.5374 1.0128
C: 2.3519 7.2094 0.0928
O: 2.4729 8.3234 -0.3392
O: 1.3629 6.4254 -0.4452
H: 2.5629 3.3094 -1.0262
H: 2.7539 4.8854 -1.6792
H: 1.3949 4.1624 -2.0242
H: 0.6189 4.8434 0.3948
H: 3.4379 4.3744 0.8308
H: 2.4149 4.7714 2.0388
C: -3.5691 4.2124 -2.0002
C: -3.4311 3.2214 -3.1902
C: -3.0001 1.8244 -2.6292
S: -2.7791 1.9594 -0.8952
O: -1.4951 2.3404 -0.5422
O: -3.4831 0.9614 -0.1502
C: -3.6991 3.4184 -0.7782
H: -4.1431 4.9954 -2.2402
H: -2.5441 4.4794 -1.9402
H: -2.6781 3.6024 -3.9562
H: -4.4051 3.1674 -3.7162
H: -2.0481 1.4004 -3.1862
H: -3.8741 1.0634 -2.8012
H: -3.5911 3.8914 0.2208
H: -4.8321 3.1394 -0.6852
C: -2.7381 -1.2406 4.9868
C: -3.2771 -2.0476 3.8208
C: -2.2011 -2.0946 2.7268
S: -0.6891 -2.2046 3.6138
O: 0.3339 -1.3956 2.8448
O: -0.3491 -3.5686 3.9408
C: -1.2531 -1.4666 5.1098
H: -3.3391 -1.7466 5.9528
H: -3.1531 -0.1596 4.8708
H: -4.1881 -1.6916 3.5258
H: -3.4641 -3.1596 4.0688
H: -2.1721 -1.1896 2.1158
H: -2.3001 -3.0516 2.1178
H: -0.7071 -0.6106 5.3738
H: -1.0181 -2.0756 6.0468
C: 2.8309 1.7084 -4.0752
C: 2.5969 0.8714 -2.9592
C: 1.1089 0.7434 -2.8552
S: 0.7349 0.3284 -4.5482
O: -0.4441 0.9684 -4.9282
O: 0.8599 -1.1216 -4.5392
C: 2.1629 1.0154 -5.3442
H: 3.8489 1.8204 -4.4152
H: 2.6019 2.8134 -4.0002
H: 2.7919 1.4934 -2.0652
H: 3.2069 -0.0076 -2.9162
H: 0.4379 1.6774 -2.7722
H: 0.5939 -0.1146 -2.3092
H: 1.8349 1.6554 -6.1292
H: 2.7429 0.1864 -5.6742
C: 0.9419 -4.3826 -2.6082
C: 0.2349 -4.8406 -1.2652
C: 1.2289 -4.5036 -0.0922
S: 2.3149 -3.2156 -0.6862
O: 3.5719 -3.3946 -0.0282
O: 1.7919 -1.9896 -0.6222
C: 2.3259 -3.7566 -2.3672
H: 0.1949 -3.7646 -2.9972
H: 1.0329 -4.9836 -3.3392
H: -0.1491 -5.7226 -1.3752
H: -0.7201 -4.3766 -0.9242
H: 1.8619 -5.2266 0.1998
H: 0.6969 -4.1136 0.6588
H: 3.1869 -4.4126 -2.4792
H: 2.4599 -2.7836 -3.1192

As for the LUMO energy: -0.25 eV. For the energy above the lowest of the compared OMol25 structures with the same formula, charge and spin, the calculation gives 90.2 kJ/mol. For the strongest force on any atom, the calculation gives 0.2337 hartree/bohr. The gap between HOMO and LUMO is 8.03 eV.

Here are the Mulliken charges for atoms 1 to 99, given in e: 0.601 0.205 -0.492 0.300 0.362 -0.826 -0.794 0.367 -0.384 -0.329 0.723 -0.656 -0.342 0.295 0.325 -0.167 0.407 0.158 0.352 -1.526 0.315 -0.526 -0.253 0.087 0.203 -0.064 0.457 0.305 0.316 0.260 0.517 0.181 -1.656 0.706 -0.392 -0.283 0.510 -0.558 -0.415 0.125 0.806 0.450 0.087 0.214 0.304 -0.890 -0.596 0.257 0.914 -0.512 -0.689 -0.748 0.629 0.215 0.241 0.334 -0.307 0.215 0.488 0.253 -0.478 -0.883 0.046 1.108 -0.476 -0.702 -0.943 0.219 0.270 0.496 0.335 -0.053 0.130 0.446 0.419 -0.723 0.050 0.165 1.199 -0.726 -0.676 -0.897 0.518 0.174 -0.080 0.415 0.021 -0.374 0.470 0.393 -1.090 -0.248 -0.886 1.063 -0.795 -0.346 -0.444 0.269 0.944

[3]
Entry from the OMol25 dataset: 10 unconnected molecules or ions with the total composition C28H54N2O24 in a non-equilibrium geometry (wB97M-V/def2-TZVPD).

CARTESIAN COORDINATES (ANGSTROEM)
C: -22.1724 -22.6100 -7.3772
O: -20.7727 -22.5733 -7.5392
C: -20.1562 -23.5518 -8.2394
O: -20.6462 -24.4329 -8.9715
O: -18.8122 -23.2617 -8.0600
C: -17.9206 -24.0690 -8.8660
H: -22.4603 -21.7456 -6.7788
H: -22.3515 -23.5417 -6.8405
H: -22.5986 -22.7634 -8.3686
H: -18.3434 -25.0654 -8.9944
H: -17.0345 -24.2486 -8.2572
H: -17.6578 -23.6743 -9.8474
C: -23.8835 -17.3898 -19.7321
O: -23.2828 -16.2856 -20.3657
C: -22.2872 -16.4199 -21.2138
O: -21.8807 -17.4637 -21.6332
O: -21.6987 -15.1586 -21.4813
C: -20.4614 -15.0801 -22.1846
H: -23.0972 -17.8141 -19.1077
H: -24.2537 -18.1531 -20.4165
H: -24.6969 -17.0818 -19.0751
H: -20.1586 -14.0418 -22.3204
H: -20.4619 -15.6345 -23.1230
H: -19.6379 -15.5091 -21.6138
C: -12.1492 -14.9613 -17.6157
O: -13.3190 -14.3326 -17.0385
C: -14.2361 -13.8352 -17.8053
O: -14.1831 -13.8118 -19.0631
O: -15.2696 -13.3755 -17.0834
C: -15.3373 -13.4680 -15.6124
H: -11.8214 -14.4002 -18.4908
H: -12.5510 -15.8930 -18.0138
H: -11.3370 -15.0577 -16.8952
H: -14.4692 -13.0374 -15.1132
H: -15.3164 -14.5147 -15.3090
H: -16.2383 -12.9546 -15.2766
C: -23.1998 -7.1941 -5.7491
O: -23.6469 -8.2676 -6.4918
C: -23.6605 -8.0202 -7.8044
O: -23.3973 -6.9852 -8.3923
O: -24.0892 -9.1650 -8.3940
C: -23.9987 -9.3381 -9.7488
H: -22.2222 -6.9603 -6.1707
H: -23.1512 -7.6151 -4.7449
H: -23.8371 -6.3098 -5.7442
H: -24.5255 -10.2259 -10.0989
H: -22.9631 -9.4244 -10.0775
H: -24.5676 -8.5219 -10.1940
C: -9.1024 -14.3793 -8.3955
O: -10.4011 -14.9388 -8.6622
C: -10.4559 -15.7784 -9.6770
O: -9.5876 -16.0104 -10.5533
O: -11.7220 -16.3324 -9.6554
C: -12.1171 -17.3442 -10.6058
H: -8.9390 -14.1835 -7.3357
H: -9.0887 -13.4198 -8.9124
H: -8.3239 -15.0544 -8.7509
H: -11.7718 -18.3585 -10.4055
H: -11.7926 -17.1101 -11.6197
H: -13.2068 -17.3209 -10.6173
C: -18.6178 -20.2632 -16.5824
O: -19.9063 -20.5985 -16.0344
C: -20.2434 -21.8080 -15.6740
O: -19.4977 -22.7794 -15.6549
O: -21.5413 -21.7312 -15.3571
C: -22.2308 -22.9276 -15.1047
H: -18.6810 -19.2282 -16.9182
H: -18.3731 -20.8981 -17.4340
H: -17.8386 -20.3761 -15.8287
H: -22.9945 -22.7550 -14.3463
H: -21.5348 -23.7198 -14.8290
H: -22.8364 -23.2993 -15.9313
C: -13.0533 -22.0395 -3.1249
O: -14.0966 -21.0628 -3.1223
C: -14.2304 -20.2545 -4.1736
O: -13.5347 -20.2956 -5.2262
O: -15.3181 -19.5123 -4.0451
C: -15.7470 -18.7339 -5.0931
H: -13.4188 -23.0657 -3.0862
H: -12.4082 -22.0051 -2.2470
H: -12.4087 -21.9619 -4.0004
H: -16.6008 -18.2076 -4.6664
H: -16.0667 -19.2094 -6.0204
H: -14.9868 -17.9784 -5.2920
C: -22.3300 -10.4703 -18.2049
O: -23.4590 -10.0318 -18.9615
C: -23.3700 -8.9171 -19.7519
O: -22.3827 -8.2749 -20.0216
O: -24.6152 -8.6439 -20.2291
C: -24.9658 -7.4155 -20.8514
H: -22.2891 -10.0175 -17.2142
H: -21.4089 -10.2215 -18.7319
H: -22.3768 -11.5536 -18.0938
H: -24.9968 -7.6364 -21.9184
H: -24.3142 -6.5592 -20.6771
H: -25.9823 -7.1107 -20.6025
C: -20.7193 -12.8744 -5.7513
C: -20.3147 -12.9864 -7.1152
N: -20.0062 -13.0817 -8.2304
H: -20.2318 -12.0063 -5.3077
H: -20.6134 -13.8250 -5.2286
H: -21.7926 -12.6878 -5.7127
C: -21.6730 -17.4680 -11.3111
C: -22.6068 -16.8099 -12.2340
N: -23.3570 -16.2567 -12.8667
H: -20.6874 -17.1144 -11.6141
H: -21.7580 -18.5508 -11.4026
H: -21.8319 -17.0857 -10.3028

As for the LUMO energy: 0.10 eV. For the energy above the lowest of the compared OMol25 structures with the same formula, charge and spin, the calculation gives 258.7 kJ/mol. For the strongest force on any atom, the calculation gives 0.0898 hartree/bohr. Its structure (SMILES) is COC(=O)OC.COC(=O)OC.COC(=O)OC.COC(=O)OC.COC(=O)OC.COC(=O)OC.COC(=O)OC.COC(=O)OC.CC#N.CC#N. The gap between HOMO and LUMO is 10.64 eV.

Here are the Mulliken charges for atoms 1 to 99, given in e: -0.619 -0.282 0.767 -0.570 -0.261 -0.684 0.199 0.301 0.295 0.318 0.255 0.280 -0.599 -0.287 0.718 -0.537 -0.268 -0.635 0.283 0.284 0.224 0.241 0.281 0.295 -0.619 -0.329 0.821 -0.613 -0.316 -0.565 0.304 0.292 0.224 0.279 0.274 0.248 -0.641 -0.281 0.770 -0.536 -0.304 -0.638 0.320 0.206 0.283 0.232 0.286 0.301 -0.632 -0.284 0.786 -0.588 -0.293 -0.640 0.235 0.263 0.328 0.285 0.300 0.240 -0.624 -0.286 0.807 -0.582 -0.291 -0.661 0.221 0.301 0.286 0.227 0.333 0.267 -0.653 -0.306 0.851 -0.612 -0.297 -0.633 0.254 0.259 0.324 0.230 0.281 0.304 -0.613 -0.299 0.771 -0.548 -0.300 -0.647 0.263 0.310 0.230 0.265 0.319 0.249 -0.718 0.316 -0.379

[4]
Entry from the OMol25 dataset: a molecular structure, C28H54OP2Ti in a non-equilibrium geometry (wB97M-V/def2-TZVPD).

CARTESIAN COORDINATES (ANGSTROEM)
Ti: -0.3122 -0.4801 -0.9878
C: -2.5210 1.5957 0.2652
C: -2.7150 0.7170 -0.8650
C: -2.9210 -0.4807 1.1276
C: -2.7726 0.8867 1.4584
C: -2.8700 -0.6181 -0.2976
C: -2.2024 3.0358 0.2060
H: -1.7747 3.2871 -0.7759
H: -1.4618 3.3073 0.9776
H: -3.0766 3.6867 0.3600
C: -3.0405 1.5404 2.7707
H: -2.1463 2.0563 3.1457
H: -3.4035 0.8369 3.5350
H: -3.8198 2.3127 2.6518
C: -3.2980 -1.5662 2.0644
H: -4.1319 -2.1624 1.6600
H: -3.6103 -1.1701 3.0412
H: -2.4540 -2.2564 2.2119
C: -3.2864 -1.8345 -1.0522
H: -4.1901 -1.6433 -1.6568
H: -3.5336 -2.6551 -0.3531
H: -2.4959 -2.1946 -1.7415
C: -3.4358 1.1584 -2.0948
H: -4.5209 1.2430 -1.9064
H: -3.3173 0.4413 -2.9157
H: -3.1088 2.1512 -2.4316
C: 1.6125 0.3865 -1.2316
C: 0.5408 1.2938 -1.3796
C: 0.0325 1.8027 -2.7061
C: -0.4683 0.6656 -3.6521
C: -0.6675 -0.7184 -3.0491
C: 0.4163 -1.5855 -2.7451
C: 1.8466 -1.2380 -3.1769
C: 2.4743 -0.1065 -2.3497
H: 0.8299 2.3608 -3.2341
H: 0.2532 0.6242 -4.4845
H: -0.7654 2.5461 -2.5277
H: 2.7605 0.7060 -3.0348
H: 2.1519 0.4857 -0.3027
H: 0.2142 1.8483 -0.4956
H: 3.4112 -0.4899 -1.9185
H: 2.4803 -2.1388 -3.1442
H: 0.2192 -2.6722 -2.6747
H: 1.8927 -0.9636 -4.2421
H: -1.4315 0.9628 -4.0969
H: -1.6489 -1.1576 -3.1643
P: 2.4111 3.4430 -0.1715
C: 2.4683 4.1921 1.4995
H: 2.7713 5.2454 1.4233
H: 3.1737 3.6351 2.1365
H: 1.4593 4.1418 1.9387
C: 3.9801 2.4616 -0.1713
H: 4.7810 3.0268 0.3280
H: 4.2715 2.2294 -1.2080
H: 3.8539 1.5064 0.3543
C: 2.8976 4.8026 -1.2998
H: 3.1330 4.3765 -2.2892
H: 3.7761 5.3292 -0.8981
H: 2.0563 5.5051 -1.4109
P: 0.9345 -3.8104 -0.1845
C: -0.3688 -4.9662 -0.7842
H: 0.0507 -5.6755 -1.5141
H: -1.1804 -4.3863 -1.2547
H: -0.7721 -5.5107 0.0842
C: 2.3121 -4.1630 -1.3367
H: 1.9063 -4.4209 -2.3210
H: 2.9211 -4.9870 -0.9522
H: 2.9461 -3.2693 -1.4272
C: 1.5080 -4.6957 1.3117
H: 2.2963 -5.4109 1.0390
H: 0.6633 -5.2153 1.7850
H: 1.9175 -3.9438 1.9998
C: 2.2983 -0.6215 1.8944
C: 0.7835 -0.5137 2.0466
C: 0.1994 -1.6741 2.8365
C: 0.4952 0.8284 2.6930
O: 0.1172 -0.5262 0.7648
H: 2.7335 -0.9430 2.8513
H: 2.7168 0.3581 1.6488
H: 2.5838 -1.3225 1.1053
H: 0.7362 -1.8111 3.7858
H: -0.8633 -1.5004 3.0296
H: 0.2796 -2.5886 2.2378
H: 0.8751 0.8868 3.7224
H: 0.9847 1.6128 2.1238
H: -0.5805 1.0335 2.6653

As for the LUMO energy (spin up / spin down): -4.87 / -4.66 eV. For the strongest force on any atom, the calculation gives 0.1876 hartree/bohr. Its multiplicity is 2. As for the total charge: +1. The gap between HOMO and LUMO (spin up / spin down) is 4.87 / 4.92 eV.

Mulliken charges in e: -0.396 0.615 2.798 0.867 -0.322 -0.121 -2.007 0.277 0.297 0.460 -1.280 0.281 0.310 0.389 -1.964 0.516 0.313 0.294 -1.297 0.295 0.440 -0.092 -1.947 0.401 0.329 0.447 1.414 0.474 -1.790 -1.531 -0.067 -0.445 -2.196 -1.408 0.724 0.418 0.150 0.420 -0.272 0.664 0.406 0.467 1.133 0.528 0.584 1.240 1.178 -1.394 0.434 0.379 0.281 -1.389 0.497 0.326 0.332 -1.377 0.356 0.444 0.389 1.588 -1.409 0.379 0.304 0.425 -1.580 0.411 0.540 0.183 -1.434 0.502 0.390 0.330 -1.698 1.896 -1.575 -1.326 -0.266 0.529 0.219 0.189 0.429 0.247 0.109 0.489 0.025 -0.169